Entry 1:
# C8H18N5O4

2 unconnected molecules or ions with the total composition C8H18N5O4 (ωB97M-V/def2-TZVPD, OMol25).

The value obtained for the LUMO energy is 2.63 eV. As for the largest force on an atom: 8.46 eV/Å. The highest occupied orbital energy comes out at -4.3970 eV. The value obtained for the HOMO-LUMO gap is 7.0270 eV. Its electronic energy is -24223.99355 eV. The total charge is -1.

Structure (XYZ):
```
35
Properties=species:S:1:pos:R:3:forces:R:3:nbo_charge:R:1
N 2.409 -0.458 1.157 0.8 1.5 -5.6 -0.668
C 2.625 -0.251 -0.183 0.5 -1.0 3.1 0.561
N 2.840 -1.497 -1.068 1.1 2.6 0.6 -0.874
N 2.719 1.082 -0.891 -1.1 -1.3 0.8 -0.735
C 1.558 2.008 -0.585 -0.5 1.6 -0.1 -0.243
C 0.141 1.597 -1.306 -0.6 0.5 0.6 -0.426
C -0.809 0.690 -0.291 0.0 -0.1 0.6 -0.448
C -0.817 -0.921 -0.673 1.8 0.9 0.4 -0.259
N -2.066 -1.650 -0.213 2.0 -2.6 -1.2 -0.654
C -2.022 -3.049 -0.850 -6.7 -1.9 -1.2 0.874
O -3.197 -3.610 -1.146 7.7 3.1 1.8 -0.552
O -0.763 -3.768 -1.157 -2.2 1.9 3.0 -0.417
N -0.449 -3.662 -2.473 1.6 0.0 -3.7 -0.524
H 2.323 0.481 1.610 0.0 -0.8 -0.4 0.364
H 2.908 -1.191 -2.085 0.1 -0.3 2.0 0.374
H 3.755 -1.956 -0.775 -1.7 0.8 -0.5 0.382
H 3.649 1.541 -0.781 -1.2 -0.7 0.2 0.390
H 1.362 2.177 0.568 0.3 -0.4 -2.2 0.236
H 1.859 3.071 -1.016 -0.5 -2.2 0.9 0.199
H 0.298 1.089 -2.358 -0.2 0.9 2.1 0.196
H -0.448 2.622 -1.478 1.4 -2.3 0.4 0.237
H -1.921 1.097 -0.237 2.4 -0.8 -0.4 0.238
H -0.357 0.857 0.801 -1.1 -0.5 -2.3 0.259
H 0.104 -1.444 -0.129 -1.6 1.3 -1.6 0.219
H -0.704 -0.992 -1.852 -0.4 -0.1 2.5 0.181
H -2.015 -1.781 0.827 -0.2 0.2 -1.2 0.394
H 0.105 -4.516 -2.764 -1.0 1.2 0.9 0.346
H 0.197 -2.848 -2.649 -0.7 -1.0 0.8 0.336
C -2.354 1.842 3.436 -0.4 -0.5 0.5 -0.731
C -1.267 2.646 2.744 0.1 0.5 -0.3 0.755
O -0.084 2.308 3.025 -0.1 0.3 -0.6 -0.807
O -1.689 3.553 1.973 0.7 -0.5 0.3 -0.792
H -1.927 1.074 4.088 0.0 0.1 -0.1 0.193
H -2.976 2.505 4.044 -0.1 0.0 -0.2 0.201
H -2.984 1.350 2.689 -0.1 0.1 0.0 0.198
```
Forces are in eV/Å.



Entry 2:
# C7H17NSi

A single C7H17NSi molecule (ωB97M-V/def2-TZVPD, OMol25).

The value obtained for the LUMO energy is 0.81 eV. As for the largest force on an atom: 4.93 eV/Å. As for the SMILES: [H]/N=C(/C(C)C)[Si](C)(C)C. The highest occupied orbital energy comes out at -8.4486 eV. The value obtained for the HOMO-LUMO gap is 9.2609 eV. The calculation puts the energy above the lowest of the compared OMol25 structures with the same formula, charge and spin at 58.2 kcal/mol. Its electronic energy is -16900.52022 eV.

Structure (XYZ):
```
26
Properties=species:S:1:pos:R:3:forces:R:3:nbo_charge:R:1
H 0.191 -2.505 0.385 -2.9 -2.7 0.5 0.323
N 0.833 -1.851 0.142 1.3 3.8 -0.7 -0.647
C 0.366 -0.647 0.087 4.1 0.5 1.2 -0.068
C 1.851 0.394 -0.090 -2.4 -4.1 0.0 -0.181
C 3.101 -0.120 0.747 -3.7 -0.3 -0.4 -0.622
C 2.117 0.343 -1.586 3.5 1.0 3.3 -0.618
Si -1.429 0.055 0.386 -0.4 -1.7 -1.8 1.573
C -1.868 0.983 -1.203 -0.2 1.4 -2.6 -1.147
C -2.513 -1.520 0.240 0.1 -0.5 0.6 -1.108
C -1.682 1.107 1.842 -1.3 2.3 -0.6 -1.145
H 1.623 1.341 0.249 -0.8 2.2 0.4 0.174
H 2.914 -0.180 1.823 -0.1 0.4 -0.1 0.207
H 3.836 0.580 0.504 1.7 0.6 -0.2 0.204
H 3.222 -1.130 0.435 0.9 -0.7 -0.4 0.229
H 2.419 -0.590 -1.966 0.7 -1.3 -0.1 0.215
H 2.886 1.116 -1.652 0.8 -0.4 -0.7 0.197
H 1.437 0.704 -2.203 -3.9 1.5 -2.4 0.202
H -2.960 0.840 -1.586 1.8 -0.1 0.9 0.249
H -1.734 2.132 -1.317 0.0 -1.8 0.7 0.247
H -1.181 0.578 -2.055 -1.2 0.5 1.4 0.246
H -2.175 -2.348 0.887 -0.1 0.4 0.2 0.230
H -3.621 -1.516 0.311 0.7 0.5 0.1 0.246
H -2.291 -1.933 -0.734 0.1 0.1 -0.6 0.238
H -2.784 1.527 1.692 2.4 -0.4 0.2 0.252
H -1.674 0.740 2.827 0.1 -1.0 1.1 0.252
H -0.885 1.901 1.838 -1.1 -0.3 -0.2 0.252
```
Forces are in eV/Å.



Entry 3:
# C34H43ClFN6O2SSi2V

A molecular structure, C34H43ClFN6O2SSi2V (ωB97M-V/def2-TZVPD, OMol25).

The value obtained for the LUMO energy (alpha / beta) is 3.93 / 3.93 eV. As for the largest force on an atom: 0.22 eV/Å. The highest occupied orbital energy (alpha / beta) comes out at -0.8210 / -1.0301 eV. The spin multiplicity is 3. The value obtained for the HOMO-LUMO gap (alpha / beta) is 4.7463 / 4.9554 eV. The calculation puts the energy above the lowest of the compared OMol25 structures with the same formula, charge and spin at 0.0 kcal/mol. Its electronic energy is -116515.18183 eV. The total charge is -2.

Structure (XYZ):
```
91
Properties=species:S:1:pos:R:3:forces:R:3:lowdin_spin:R:1
V -0.141 0.588 -0.184 0.0 0.0 0.0 2.030
C 2.901 0.579 -3.483 0.0 0.0 0.0 0.000
Si 1.072 0.272 -3.150 -0.1 -0.1 0.1 0.007
C 0.358 -0.538 -4.728 0.0 0.0 0.0 0.001
C 0.264 1.963 -3.043 0.0 0.0 0.0 0.018
N 0.885 -0.652 -1.714 0.1 0.2 0.0 0.005
C 1.584 -1.803 -1.536 0.0 -0.1 0.0 0.003
C 1.760 -2.791 -2.540 0.0 0.0 0.0 0.000
C 2.426 -3.990 -2.334 0.0 0.0 0.0 0.000
C 2.967 -4.301 -1.093 0.0 0.0 0.0 0.001
C 2.831 -3.362 -0.075 0.0 0.0 0.0 0.000
C 2.176 -2.174 -0.304 0.0 0.0 0.1 0.001
F 2.109 -1.314 0.740 0.1 0.0 0.0 0.008
H 3.053 1.137 -4.412 0.0 0.0 0.0 0.000
H 3.457 -0.361 -3.551 0.0 0.0 0.0 0.000
H 3.321 1.159 -2.656 0.0 0.0 0.0 0.000
H -0.028 0.224 -5.413 0.0 0.0 0.0 0.000
H -0.468 -1.211 -4.482 0.0 0.0 0.0 0.000
H 1.114 -1.115 -5.267 0.0 0.0 0.0 0.000
H 0.360 2.452 -4.020 0.0 0.0 0.0 0.003
H 0.762 2.580 -2.293 0.0 0.0 0.0 0.005
H -0.794 1.907 -2.782 0.0 0.0 0.0 0.004
H 1.321 -2.599 -3.512 0.0 0.0 0.0 0.000
H 2.510 -4.692 -3.157 0.0 0.0 0.0 0.000
H 3.487 -5.235 -0.920 0.0 0.0 0.0 0.000
H 3.241 -3.524 0.916 0.0 0.0 0.0 0.000
C -2.802 1.319 2.630 0.0 0.0 0.0 -0.005
Si -1.862 2.051 1.109 -0.1 -0.1 0.1 -0.005
C -1.208 3.695 1.863 0.0 0.0 0.0 -0.004
C -3.357 2.689 0.088 0.1 0.0 -0.1 -0.004
H -3.541 2.030 3.020 0.0 0.0 0.0 -0.001
H -2.122 1.074 3.451 0.0 0.0 0.1 0.000
H -3.319 0.398 2.344 0.0 0.0 0.0 0.000
H -1.968 4.183 2.488 0.0 0.0 0.0 -0.001
H -0.929 4.391 1.066 0.0 0.0 0.0 0.000
H -0.309 3.535 2.467 0.0 0.0 0.0 0.000
H -3.981 3.378 0.671 0.0 0.0 0.0 -0.001
H -3.981 1.852 -0.234 0.0 0.0 0.0 0.000
H -3.017 3.216 -0.810 0.0 0.0 0.0 0.000
C 2.122 1.085 3.476 0.0 0.2 0.0 0.001
N 1.577 0.258 4.548 0.0 -0.1 0.1 0.000
C 0.336 0.485 5.115 -0.1 0.0 -0.1 0.000
C 0.139 -0.437 6.073 0.0 0.0 0.0 0.000
N 1.275 -1.228 6.076 0.0 0.0 0.1 0.000
C 2.183 -0.795 5.156 -0.1 0.1 -0.1 0.000
S 3.709 -1.451 4.934 0.1 0.0 -0.1 0.000
H 1.961 2.130 3.743 0.1 0.0 0.0 0.000
H 1.619 0.911 2.519 0.0 -0.2 0.0 0.002
H 3.185 0.888 3.387 0.0 -0.1 0.0 0.000
H -0.301 1.279 4.766 0.0 0.0 0.0 0.000
H -0.697 -0.605 6.726 0.0 0.0 0.0 0.000
H 1.484 -2.006 6.672 0.0 0.0 0.0 0.000
N -0.786 -5.053 2.676 0.0 0.0 0.0 0.004
C -0.774 -3.797 2.059 0.0 0.0 0.0 0.008
C -0.942 -3.668 0.686 0.0 0.0 0.0 -0.001
C -0.891 -2.411 0.118 -0.1 0.0 0.0 0.012
N -0.691 -1.298 0.825 0.0 0.0 0.0 0.014
C -0.594 -1.421 2.147 0.0 0.0 0.0 0.016
C -0.628 -2.632 2.806 0.0 0.0 0.0 -0.002
H -0.505 -5.799 2.058 0.0 0.0 0.0 0.000
H -0.257 -5.079 3.534 0.0 0.0 0.0 0.000
H -1.070 -4.539 0.055 0.0 0.0 0.0 0.000
H -0.984 -2.271 -0.950 0.0 0.0 0.0 0.001
H -0.467 -0.495 2.690 0.0 0.0 0.0 0.003
H -0.515 -2.664 3.884 0.0 0.0 0.0 0.000
Cl -6.197 -0.608 -6.440 0.0 0.0 0.0 0.000
C -5.264 -0.524 -4.954 0.0 0.0 0.0 0.000
C -3.970 -0.034 -4.995 0.0 0.0 0.0 0.000
C -3.242 0.022 -3.814 0.0 0.0 0.0 0.000
C -3.794 -0.408 -2.614 0.1 0.0 0.0 -0.001
C -5.096 -0.892 -2.605 0.0 0.0 0.0 0.000
C -5.842 -0.954 -3.773 0.0 0.0 0.0 0.000
C -2.988 -0.369 -1.311 0.0 0.0 -0.1 0.004
O -3.536 -0.805 -0.296 0.0 0.0 0.0 0.005
O -1.823 0.109 -1.442 -0.1 0.0 -0.1 0.022
H -3.540 0.291 -5.933 0.0 0.0 0.0 0.000
H -2.227 0.396 -3.808 0.0 0.0 0.0 0.000
H -5.503 -1.219 -1.657 0.0 0.0 0.0 0.000
H -6.857 -1.329 -3.773 0.0 0.0 0.0 0.000
N 1.186 1.655 0.228 0.0 0.1 0.0 -0.117
C 2.233 2.474 0.389 -0.1 0.0 0.0 -0.012
C 3.544 1.970 0.611 0.0 0.0 -0.1 -0.009
C 4.633 2.810 0.757 0.0 0.0 0.0 0.000
C 4.492 4.196 0.702 0.0 0.0 0.0 -0.006
C 3.217 4.716 0.484 0.0 0.0 0.0 0.000
C 2.119 3.889 0.329 0.0 0.1 0.0 -0.009
H 3.666 0.893 0.642 0.0 0.0 0.0 0.000
H 5.615 2.375 0.918 0.0 0.0 0.0 0.000
H 5.349 4.849 0.819 0.0 0.0 0.0 0.000
H 3.078 5.792 0.431 0.0 0.0 0.0 0.000
H 1.134 4.307 0.160 0.0 0.0 0.0 0.000
```
Forces are in eV/Å.



Q: Which of these has the lowest electronic energy?
A: C34H43ClFN6O2SSi2V



Q: Which formula does entry 2 have?
A: C7H17NSi



Q: The lowest electronic energy belongs to which entry?
A: C34H43ClFN6O2SSi2V